(1)
111
Properties=species:S:1:pos:R:3 method="wB97M-V/def2-TZVPD" e_tot_ev=-2635002.943 orbital_gap_ev=7.16 total_charge=+1
Br -2.44 -1.02 5.01
C -4.18 0.79 -0.39
Br 1.21 10.65 -0.99
H -4.02 1.93 -2.19
Br 3.04 4.23 -1.14
C 2.11 0.77 0.37
Br 4.95 -7.88 -5.32
Br 3.66 -10.74 -5.88
C -5.22 -4.79 -5.11
Br -4.09 -9.13 -4.77
Br -2.40 -11.81 -4.46
Br 1.60 5.71 2.80
Br -0.76 -4.45 5.71
Br 3.72 -9.57 -2.92
C 0.45 -6.15 -4.59
C -2.48 9.60 -2.69
Br -6.93 -5.64 -5.31
C 2.05 5.73 -1.84
Br -2.88 8.61 -1.08
Br -0.58 -7.34 4.39
H 1.29 2.52 1.15
C -0.07 -5.49 4.25
C -2.48 2.08 0.65
Br 2.55 7.44 -1.13
C -2.58 -9.98 -3.92
C 2.35 11.66 0.18
O -0.23 1.39 0.28
Br -0.97 8.84 -3.62
H -3.33 9.52 -3.34
H -2.17 3.29 -1.24
C -2.91 -0.33 1.55
H -4.13 -1.86 0.61
H -0.75 3.12 1.23
Br -2.65 -9.80 -2.01
N -3.64 1.83 -1.26
C -1.47 -8.30 8.13
Br -2.20 11.46 -2.31
O -1.94 -3.97 2.14
H -1.21 -8.01 7.12
H 0.46 7.59 3.91
Br -5.08 -1.81 -2.26
H -1.02 1.68 2.18
C 4.87 -0.44 0.68
H 6.36 -1.34 -2.06
C -2.69 2.50 -0.73
H -2.04 -0.70 1.01
H -0.51 -5.10 3.35
H -1.70 -9.46 -4.26
C 4.62 -9.65 -4.62
O -3.57 -2.45 2.53
C -1.07 2.08 1.17
Br 0.13 5.45 -1.68
H -6.21 1.45 -0.51
H -4.89 -1.04 1.96
Br -0.41 -9.85 8.55
Br 4.02 10.75 0.47
Br 2.62 13.46 -0.45
H 5.12 -3.31 -0.17
Br 0.56 -7.98 -5.17
Br -1.03 -6.81 9.27
H -2.06 -0.33 7.35
Br -3.35 -8.70 8.15
O -6.69 0.38 -2.68
C -3.95 -1.44 1.60
C -3.06 -3.56 1.89
Br -4.11 -5.72 -3.84
H -2.91 2.95 1.18
H 5.69 -0.78 1.30
Br -4.33 -4.57 -6.81
H -2.61 -0.18 2.57
Br 6.42 12.06 -2.71
H 4.01 0.78 2.16
O 5.28 -0.36 -0.66
H 2.27 5.77 -2.90
H -6.03 -0.12 0.29
C 4.35 0.90 1.13
Br 0.35 -6.02 -2.67
H -3.70 -0.11 -0.79
H 5.50 -3.45 -1.85
Br 0.73 8.52 1.64
H -3.72 -4.06 1.18
Br 0.23 -0.99 6.67
C 7.56 10.70 -1.95
H -4.15 1.33 1.74
O 3.37 1.42 0.27
Br 7.92 11.04 -0.09
C 5.98 -1.51 -1.06
C -5.66 0.51 -0.50
Br -1.36 1.74 6.20
C 5.12 -2.77 -1.10
H 2.02 0.07 -0.45
Br -1.49 6.56 2.79
Br 6.82 8.94 -2.21
Br -1.01 -5.23 -5.44
H 1.85 11.73 1.14
H 6.82 -1.69 -0.40
H 1.30 2.49 -0.58
H 4.06 -1.17 0.78
C 1.09 1.88 0.30
H 5.18 1.58 1.16
C 0.34 7.16 2.93
H -5.40 -3.80 -4.73
H 5.58 -10.11 -4.45
C -5.96 -0.11 -1.86
C -3.48 0.94 0.97
H 2.03 0.29 1.34
H 8.50 10.74 -2.47
C -1.49 -0.17 6.45
H 1.36 -5.66 -4.90
Br 1.84 -5.29 4.08
H 4.11 -2.51 -1.41

(2)
41
Properties=species:S:1:pos:R:3 method="wB97M-V/def2-TZVPD" e_tot_ev=-43432.899 orbital_gap_ev="6.32 / 6.36" total_charge=+1
H 0.37 -0.07 -6.17
H 2.34 0.67 0.41
H 1.57 -1.10 -0.52
H 3.49 -0.33 2.37
H -2.47 -0.62 2.16
H -1.97 0.43 -6.66
N 1.85 0.11 1.10
H -2.71 1.65 -5.60
H 2.83 1.31 2.47
C -1.61 -1.27 2.32
C 0.19 0.20 -5.14
C -2.25 0.66 -5.64
H -2.36 2.65 1.11
C -1.56 2.55 1.84
S 0.03 0.56 3.61
C -0.98 -0.93 3.66
C 1.74 -0.14 3.61
C -1.07 0.61 -4.72
H -1.21 -1.12 0.32
H -0.37 -1.73 4.07
H 2.23 0.26 4.50
Rh -0.22 1.07 1.17
C 0.51 -1.92 1.14
N -1.28 0.95 -3.45
H -1.97 2.37 2.83
C 2.56 0.26 2.38
H 1.67 -1.21 3.72
C 1.71 -1.21 0.55
C 1.20 0.15 -4.20
C -0.23 0.92 -2.65
S -0.55 1.54 -1.02
H 0.72 -2.27 2.15
H -0.89 3.43 1.82
H -1.96 -2.30 2.34
H -1.78 -0.74 4.37
N 1.01 0.51 -2.94
H 2.61 -1.82 0.71
H 0.32 -2.81 0.54
H -3.01 -0.05 -5.30
H 2.20 -0.18 -4.45
N -0.69 -1.03 1.18

(3)
18
Properties=species:S:1:pos:R:3 method="wB97M-V/def2-TZVPD" e_tot_ev=-24389.598 orbital_gap_ev="8.55 / 4.97" total_charge=0
H -2.41 -1.08 -1.33
H 2.57 0.61 0.15
H -1.89 -0.39 1.86
C 0.76 -1.22 -0.57
P -1.35 -1.35 0.91
H -0.01 1.21 1.68
H -2.58 1.57 -1.18
H 1.91 -1.24 -0.56
N 0.12 -0.48 0.48
H 0.34 -2.16 -0.79
C 0.65 0.59 1.06
H 0.42 -0.72 -1.56
H -3.43 -1.49 -0.02
C -2.71 -0.74 -0.26
P -3.28 0.96 -0.24
C 1.82 1.33 0.45
H 2.16 1.88 1.23
H 1.54 2.05 -0.31

(4)
61
Properties=species:S:1:pos:R:3 method="wB97M-V/def2-TZVPD" e_tot_ev=-30588.112 orbital_gap_ev=8.14 total_charge=+1
H -35.15 19.69 32.78
H -36.18 24.63 29.42
H -36.22 28.63 35.09
C -33.62 34.87 32.74
H -34.59 33.04 33.94
C -34.36 32.64 33.00
H -35.57 19.24 31.17
C -33.45 22.19 31.48
C -35.53 25.88 33.39
O -35.75 26.72 34.49
H -34.76 26.15 32.66
H -34.32 28.52 32.74
C -39.33 23.59 27.65
H -36.54 18.77 32.54
O -36.78 20.61 31.97
C -35.91 28.03 34.19
H -32.60 22.48 31.94
H -37.32 22.08 28.28
H -34.09 35.14 33.64
C -34.68 28.86 33.71
C -37.42 23.05 28.90
H -35.51 24.90 33.41
C -36.10 23.66 29.13
H -33.57 30.89 32.11
C -33.98 23.05 30.37
C -35.90 19.41 32.09
H -33.19 20.60 33.91
H -39.04 23.45 33.95
H -39.04 22.78 26.88
H -33.08 21.27 31.26
H -36.76 27.99 33.41
H -33.96 28.91 34.45
H -33.22 22.98 29.57
H -35.73 30.25 32.81
H -35.13 32.72 32.05
H -34.10 35.14 31.95
N -35.03 30.33 33.56
O -34.07 22.46 32.69
H -38.86 23.18 32.08
H -35.09 21.97 29.35
H -39.83 23.23 28.52
H -32.77 35.42 32.50
H -34.28 21.88 34.42
N -35.38 22.68 30.05
H -36.84 23.20 34.22
H -36.58 25.84 32.69
O -38.16 24.13 28.12
H -38.75 24.59 32.86
H -37.68 20.39 31.33
O -33.33 33.50 32.52
C -33.95 31.12 33.17
C -38.44 23.68 33.12
H -37.89 23.05 29.98
Li -35.84 22.50 32.05
H -33.99 24.07 30.62
H -33.39 31.02 33.94
H -32.75 22.23 34.28
H -39.97 24.25 27.07
O -37.08 23.34 33.37
H -35.58 23.78 28.34
C -33.51 21.70 33.80

(5)
18
Properties=species:S:1:pos:R:3 method="wB97M-V/def2-TZVPD" e_tot_ev=-10127.656 orbital_gap_ev=11.18 total_charge=0 smiles=CCOC(C)(C)F
C 0.31 -1.07 -1.24
C 0.91 0.74 0.98
H 0.43 0.49 1.97
H 1.23 -0.53 -1.32
H 1.43 1.64 1.35
H -1.16 2.75 0.81
C 0.19 -2.31 -0.23
H -0.79 -2.69 -0.45
C -0.14 1.02 -0.11
H 0.18 -1.96 0.85
O -0.65 -0.13 -0.73
H 1.05 -2.96 -0.53
H 0.03 -1.46 -2.19
F 0.54 1.87 -0.98
H 1.71 0.00 0.61
H -1.89 1.02 1.17
H -2.00 1.87 -0.42
C -1.37 1.73 0.45

(6)
62
Properties=species:S:1:pos:R:3 method="wB97M-V/def2-TZVPD" e_tot_ev=-82429.707 orbital_gap_ev="7.02 / 7.14" spin_multiplicity=2 total_charge=0
H 4.66 3.06 -1.92
H -6.61 -2.34 2.34
H 0.92 3.07 -1.48
O -4.06 -3.29 2.08
H 5.63 2.94 -5.27
C 0.05 -0.99 3.08
C 2.92 3.34 -0.67
H 2.24 2.74 -2.61
H 0.16 -2.04 2.81
H 6.92 1.23 -4.04
H -2.99 -1.95 3.26
S 0.70 -1.15 -1.03
H 0.54 1.22 5.57
H 2.84 4.41 -0.87
C -1.10 2.02 1.28
C 1.92 2.63 -1.57
P -3.98 -2.41 0.76
H 2.03 1.01 -0.24
O -5.22 -2.95 -0.07
H 4.44 1.79 -0.73
C -0.25 1.66 3.63
H -6.61 -1.44 0.03
C 5.19 0.14 -3.42
C -3.40 -2.96 3.32
C -0.60 1.11 2.41
C -7.09 -2.91 1.55
C -6.57 -2.52 0.18
C 1.59 0.98 -4.23
N 0.85 0.42 -3.17
H -6.94 -3.97 1.74
H -1.88 -3.78 4.58
C 0.26 0.83 4.61
N -0.47 -0.19 2.16
H 5.04 3.37 -0.22
N 1.84 1.22 -1.21
O 1.00 1.37 -5.21
C 0.43 -0.53 4.33
H 3.15 2.79 -5.34
H -0.39 2.72 3.78
C 3.81 0.07 -3.43
C 5.12 2.14 -4.75
H -2.78 -4.99 3.66
C 5.84 1.18 -4.07
C 1.19 0.24 -1.84
Au -1.71 -0.59 -0.07
S -4.04 -0.46 1.11
O -1.13 3.22 1.51
H 2.62 3.20 0.37
H -8.16 -2.70 1.58
H -0.01 -0.03 -3.45
C 4.34 2.86 -0.90
C -2.34 -3.99 3.62
H -4.19 -2.96 4.08
H 3.32 -0.76 -2.95
C 3.08 1.04 -4.11
C 3.73 2.06 -4.79
S -2.34 -2.86 -0.33
H -1.58 -3.98 2.85
H 0.84 -1.21 5.06
O -1.39 1.49 0.15
H -7.15 -3.00 -0.61
H 5.76 -0.62 -2.90

(7)
63
Properties=species:S:1:pos:R:3 method="wB97M-V/def2-TZVPD" e_tot_ev=-42501.192 orbital_gap_ev=8.10 total_charge=0 smiles="Cn1c(=O)c2c(nc(N3CCN(Cc4ccccc4)CC3)n2CC(=O)c2ccccc2)n(C)c1=O"
N -0.85 -2.40 1.51
H 2.13 0.18 1.50
C -0.48 -2.51 2.90
H 3.70 -2.89 -1.59
H -3.35 -4.67 -0.59
C -4.38 1.93 1.45
H -0.95 -1.71 3.47
N 0.31 2.03 0.41
C -3.66 3.08 1.16
C 5.97 -0.51 -0.82
H 0.06 3.36 1.98
C -3.47 0.84 -0.48
C 5.43 -1.63 -1.42
H 0.75 2.50 -1.60
H 2.36 -1.57 0.00
C -0.95 -1.12 -0.51
O -1.99 -2.08 -2.41
H -4.87 -0.06 0.84
O -1.65 -4.52 1.42
H -5.02 1.90 2.33
N -1.78 -3.29 -0.47
H -1.57 0.04 -2.65
C -2.85 3.11 0.04
C 1.11 2.70 -0.59
H -3.74 3.94 1.80
C -0.64 -1.25 0.83
H 2.77 1.37 -1.03
H 0.42 1.69 2.45
H -2.28 3.99 -0.20
C 0.67 2.48 1.75
N -0.59 0.18 -0.86
C -1.44 -3.47 0.86
H 0.99 3.78 -0.41
C -1.78 2.05 -1.91
C -2.73 1.99 -0.77
C 2.59 2.28 -0.45
H -1.77 -5.30 -1.05
O -1.62 3.03 -2.60
H 2.32 3.89 1.57
C -0.96 0.78 -2.11
H -2.62 -4.17 -2.14
H 3.22 3.07 -0.87
C -1.60 -2.14 -1.25
C 2.18 2.84 1.83
C 3.38 -1.27 -0.23
C -4.30 0.82 0.62
H 2.54 2.70 2.85
C 3.10 0.66 1.35
H -0.09 1.00 -2.74
N -0.11 -0.11 1.31
C 5.22 0.23 0.07
H -0.82 -3.48 3.26
N 2.99 2.06 0.93
C -0.09 0.74 0.28
C 4.13 -2.02 -1.12
H 5.63 1.11 0.54
H -3.43 -0.01 -1.14
C 3.92 -0.15 0.38
C -2.42 -4.43 -1.10
H 6.98 -0.21 -1.06
H 3.62 0.68 2.32
H 0.60 -2.43 3.00
H 6.01 -2.21 -2.12

(8)
67
Properties=species:S:1:pos:R:3 method="wB97M-V/def2-TZVPD" e_tot_ev=-144825.875 orbital_gap_ev="8.60 / 5.02" spin_multiplicity=6 total_charge=+2
H 5.24 0.25 -1.43
H -0.19 2.62 3.46
H 1.52 -5.50 0.07
C -0.36 3.69 3.45
H 0.84 -2.51 1.68
C 4.23 0.35 0.45
H -3.84 0.03 1.31
C -3.17 0.92 -2.68
C -0.04 5.66 1.96
N 0.08 3.46 1.05
H -1.44 1.56 -3.80
O 0.08 -0.72 0.12
C 1.47 -2.99 0.92
C 0.09 -5.53 -1.52
C -2.04 -2.68 -2.82
H -2.80 1.38 1.83
C -3.71 0.80 -1.42
C 0.65 -3.57 -0.19
H -1.38 -5.25 -3.04
H -1.38 3.89 3.76
C 0.21 6.22 0.73
H 2.06 -3.77 1.40
C -3.51 1.05 1.08
C 3.06 0.74 1.12
C -2.93 1.12 -0.30
H 2.15 -2.22 0.55
C 0.31 -6.98 -1.82
C -1.03 -3.43 -1.99
H 0.25 7.29 0.60
C -1.14 1.69 -1.68
Se -1.46 -1.05 5.06
H -3.76 0.68 -3.55
H -0.19 6.28 2.83
H 3.38 1.38 -2.65
Sb 0.72 2.79 -1.92
C 2.94 0.58 2.60
H 5.04 -0.09 1.02
H -1.60 -1.82 -3.32
H -4.39 1.69 1.14
Fe -0.01 1.27 0.90
C 0.34 4.00 -0.17
H 0.63 5.77 -1.34
N -0.58 0.41 2.66
H -2.44 -3.34 -3.59
H -4.73 0.47 -1.27
C -0.29 -2.82 -0.95
C -0.82 -4.77 -2.25
C 4.34 0.55 -0.90
C -0.93 -0.17 3.61
C -0.52 -1.43 -0.70
C 0.41 5.37 -0.36
C -1.87 1.40 -2.82
H -1.31 -0.95 -1.30
H 0.12 -7.58 -0.93
C 3.30 1.17 -1.59
C 0.81 -4.91 -0.50
H 0.30 4.15 4.19
C 2.17 1.53 -0.88
H 1.90 0.43 2.90
H 3.30 1.48 3.09
H -0.34 -7.33 -2.62
N 2.05 1.29 0.44
H -2.88 -2.34 -2.21
H 1.34 -7.16 -2.12
H 3.53 -0.26 2.96
C -0.10 4.27 2.10
N -1.66 1.52 -0.44

(9)
10
Properties=species:S:1:pos:R:3 method="wB97M-V/def2-TZVPD" e_tot_ev=-26260.112 orbital_gap_ev="9.55 / 4.77" total_charge=0
C -0.33 0.00 -2.10
S -4.70 -0.17 0.21
N 0.67 -0.24 -1.24
H -1.87 0.29 0.68
P -4.09 0.89 -1.25
C 0.18 -0.16 0.04
N -1.46 0.25 -1.42
H 1.61 -0.47 -1.50
C -1.14 0.14 -0.09
H 0.79 -0.32 0.91

(10)
19
Properties=species:S:1:pos:R:3 method="wB97M-V/def2-TZVPD" e_tot_ev=-17249.787 orbital_gap_ev=8.74 total_charge=0 smiles=C[C@@H]1CC(C)(C)S1
H -1.93 -1.49 -1.42
C 0.31 0.67 -0.01
C 2.71 -0.29 0.17
H -2.63 -0.97 1.12
H 1.29 -0.30 -1.58
H -2.13 0.87 1.18
H -1.15 -0.25 -2.25
H 3.44 -0.98 -0.34
H 0.14 1.65 -0.46
C 1.43 -0.19 -0.56
S 0.14 -1.89 0.09
H -2.51 0.17 -1.13
H 2.46 -0.65 1.16
H 3.21 0.67 0.22
H -1.20 -0.33 2.13
H 0.45 0.97 0.97
C -0.90 -0.28 0.03
C -1.76 -0.25 1.21
C -1.62 -0.37 -1.30

(11)
21
Properties=species:S:1:pos:R:3 method="wB97M-V/def2-TZVPD" e_tot_ev=-30575.636 orbital_gap_ev=8.76 total_charge=0 smiles=CSSCCN.O.O
H -2.44 1.37 -0.91
H -0.78 -3.40 1.08
H 0.91 3.48 -1.10
S 0.93 0.21 -0.78
C -1.78 0.60 -0.45
C -0.65 0.51 -1.55
C 1.90 2.97 -0.83
O -0.99 -3.22 0.18
H -1.00 -2.12 2.92
H -0.96 -0.05 -2.32
S 1.52 1.69 0.45
H -0.82 1.54 -2.11
H -3.13 -1.04 -0.48
H -1.29 -4.07 -0.30
H -1.78 -1.25 0.25
H 2.58 3.71 -0.37
H 0.41 -2.67 2.81
N -2.44 -0.62 0.05
H -1.48 0.96 0.62
O -0.44 -2.96 2.78
H 2.36 2.58 -1.77